This record from the OMol25 dataset describes a structure of composition C30H30FIN6O8RuS2. The level of theory is the ωB97M-V functional and the def2-TZVPD basis.

The geometry in XYZ format:
```
79
Properties=species:S:1:pos:R:3:forces:R:3
I 2.306 -1.926 5.658 0.01 0.00 -0.01
Ru 0.137 -0.071 0.413 -0.23 0.08 0.03
S 0.151 1.915 3.661 -0.01 0.03 0.01
S -1.494 -0.116 2.058 0.16 -0.07 -0.09
F -1.495 6.335 1.618 0.00 0.03 -0.02
O -2.324 -5.364 -2.243 0.00 0.01 -0.01
O 0.324 1.968 0.451 0.09 0.06 0.14
O -3.204 -3.430 -2.922 0.00 0.09 -0.01
O -2.750 -0.898 -2.323 0.05 -0.02 -0.03
O 2.844 0.611 -2.696 -0.02 0.01 -0.02
O -2.065 0.683 4.351 0.00 0.00 0.03
O 1.431 -0.138 -1.154 0.11 -0.11 -0.01
O -1.344 0.197 -0.972 0.09 0.06 0.05
N -0.273 -2.044 -0.014 -0.01 -0.01 0.05
N -0.585 -4.131 -0.509 -0.01 -0.02 -0.01
N 1.757 -0.245 1.762 0.06 -0.06 -0.01
N -0.686 8.170 -0.420 -0.03 0.03 -0.05
N 1.662 4.461 -2.479 -0.02 0.01 0.03
N -0.336 10.698 -0.469 -0.01 0.00 -0.02
C 1.205 -3.688 1.182 0.02 0.00 -0.02
C 1.940 3.140 -2.515 -0.03 0.00 -0.02
C -1.199 8.733 -1.660 -0.07 -0.03 -0.01
C 1.530 2.220 -1.598 0.01 -0.02 0.01
C 2.111 5.318 -3.553 0.00 -0.01 0.00
C 0.869 4.963 -1.455 0.02 -0.04 -0.04
C 3.152 6.361 -3.257 0.00 0.00 0.00
C 0.760 2.668 -0.484 -0.05 -0.03 -0.12
C 2.646 -0.941 3.862 -0.01 -0.01 0.00
C -0.704 5.905 0.609 -0.05 0.01 -0.02
C 1.983 0.790 -1.852 -0.03 0.06 0.10
C -1.444 10.300 0.462 0.03 0.04 -0.02
C -1.322 8.798 0.736 0.05 -0.03 0.02
C 0.448 4.096 -0.445 -0.01 0.03 0.00
C -2.385 -4.159 -2.201 0.03 -0.02 0.04
C 3.858 -0.334 3.581 -0.01 0.00 -0.01
C -1.480 -3.430 -1.273 -0.01 0.01 0.00
C -0.319 6.800 -0.403 0.05 -0.05 0.06
C 2.927 0.340 1.486 -0.06 0.00 0.01
C -1.856 -0.863 -1.479 -0.10 -0.08 0.05
C 1.624 -0.877 2.933 0.00 -0.02 -0.02
C 0.136 -3.274 0.239 -0.02 0.00 0.00
C 3.993 0.315 2.365 0.00 0.00 0.01
C -1.116 0.885 3.439 -0.05 0.04 -0.05
C -0.334 4.592 0.599 0.02 -0.02 0.02
C -2.001 1.387 5.595 -0.02 0.00 -0.04
C 3.505 5.149 -4.067 -0.02 0.00 -0.01
C 0.487 6.308 -1.418 0.05 0.01 0.02
C -1.274 -2.124 -0.955 0.06 0.04 -0.06
C -0.556 10.106 -1.845 0.03 0.02 0.03
H 4.673 -0.366 4.290 0.00 0.00 0.00
H -2.836 1.006 6.176 0.00 0.00 0.00
H -0.511 -5.137 -0.547 0.00 0.00 0.00
H 3.009 0.830 0.529 -0.02 0.01 -0.04
H 1.335 5.556 -4.271 0.00 0.01 0.00
H -0.248 11.712 -0.525 0.00 0.00 -0.01
H -0.702 8.634 1.615 -0.01 -0.04 0.02
H 0.542 10.330 -0.100 -0.01 -0.02 0.01
H 4.920 0.799 2.092 0.00 0.00 0.00
H -2.371 10.569 -0.041 -0.01 -0.01 0.01
H 2.538 2.793 -3.347 0.00 0.01 0.00
H -3.091 -2.445 -2.746 0.00 -0.06 0.01
H 3.072 7.315 -3.759 0.00 0.00 0.00
H -1.054 1.192 6.094 0.00 -0.01 0.01
H -1.179 10.796 -2.410 -0.01 0.00 0.02
H -1.364 10.883 1.377 0.02 0.01 0.00
H 1.684 -4.603 0.836 -0.01 -0.01 0.01
H 4.130 4.403 -3.598 0.00 0.00 0.00
H -2.293 8.814 -1.635 0.00 0.01 0.00
H 0.425 10.034 -2.312 -0.01 0.02 -0.02
H 0.664 -1.338 3.120 -0.01 0.03 0.01
H -0.957 8.106 -2.512 0.04 -0.03 0.02
H 0.798 -3.868 2.178 0.00 0.01 0.00
H 3.526 6.399 -2.242 0.00 0.00 0.00
H -2.102 2.458 5.427 0.02 0.00 0.00
H -2.321 8.411 0.957 -0.01 0.01 -0.03
H 1.960 -2.908 1.246 0.00 -0.02 -0.02
H 3.651 5.260 -5.131 0.01 0.00 0.00
H 0.853 6.973 -2.186 -0.02 0.04 0.00
H -0.658 3.921 1.386 -0.01 0.00 -0.01
```
Positions in Å, forces in eV/Å.

Summary:
HOMO energy (alpha / beta) (eV): -9.71 / -9.72
Strongest force on any atom (eV/Å): 0.242
E (eV): -91984.9150
Spin multiplicity: 2
Total charge: +1

Löwdin population analysis, charges in e, atoms 1 to 6:
1 I 0.92
2 Ru 1.19
3 S 0.68
4 S 0.68
5 F 0.07
6 O 0.11